DFT (the ωB97M-V functional and the def2-TZVPD basis) results for an isolated molecule of C21H26N4O3.

The SMILES is COc1cc(-c2nc3ccc(N4CCN(C)CC4)cc3[nH]2)cc(OC)c1OC. The calculation puts the frontier orbital gap at 0.2816 Ha. Its energy relative to the best compared isomer or geometry (same formula, charge and spin) is 84.9 kcal per mole. The value obtained for the electronic energy is -34300.5513 eV. The molecular weight is 382.464 g/mol.

Each line ends with the Löwdin charge.
Cartesian coordinates (Å):
C -5.92335 -3.10564 -0.17247  -0.07
O -4.56808 -2.71652 -0.20841  -0.06
C -4.19599 -1.40937 -0.12635  -0.19
C -2.81341 -1.22858 -0.19112  0.05
C -2.24987 0.03508 -0.12852  -0.14
C -0.82122 0.25951 -0.18370  -0.27
N -0.25922 1.44118 -0.14065  0.17
C 1.08611 1.22569 -0.22334  -0.24
C 2.15836 2.11352 -0.22412  -0.01
C 3.42857 1.60009 -0.31932  -0.03
C 3.68725 0.21434 -0.43111  -0.23
N 4.98541 -0.24114 -0.48684  -0.12
C 6.07162 0.48864 -1.09029  -0.14
C 7.21790 0.64359 -0.06851  -0.16
N 7.26788 -0.47351 0.86682  -0.22
C 6.61272 -0.20458 2.13211  -0.09
C 6.80552 -1.68521 0.22589  -0.18
C 5.31880 -1.61496 -0.19515  -0.16
C 2.61855 -0.68294 -0.42566  0.04
C 1.34196 -0.16271 -0.31820  -0.19
N 0.10859 -0.75202 -0.28875  0.17
C -3.08501 1.14815 -0.01651  0.03
C -4.45584 0.99111 0.03798  -0.19
O -5.33336 2.03369 0.12041  -0.09
C -4.81708 3.34296 0.09968  -0.07
C -5.03475 -0.29726 0.00188  -0.13
O -6.40925 -0.44966 0.03414  -0.11
C -7.05907 0.00879 1.20342  -0.07
H -5.91091 -4.18256 -0.34360  0.09
H -6.37703 -2.90234 0.80094  0.09
H -6.50636 -2.61427 -0.95279  0.10
H -2.21836 -2.12258 -0.28696  0.12
H 1.99129 3.17526 -0.13792  0.11
H 4.26251 2.28417 -0.28279  0.10
H 6.43085 -0.07433 -1.96517  0.12
H 5.73156 1.45932 -1.44463  0.11
H 7.09990 1.56682 0.49986  0.11
H 8.17585 0.69027 -0.59985  0.11
H 5.55352 0.06688 2.03974  0.08
H 6.69392 -1.09144 2.75946  0.08
H 7.13886 0.61169 2.62689  0.08
H 6.95485 -2.52433 0.90844  0.12
H 7.43947 -1.84852 -0.64972  0.12
H 5.14872 -2.27633 -1.06094  0.12
H 4.68650 -1.95673 0.62855  0.12
H 2.76960 -1.74654 -0.52052  0.10
H -0.08487 -1.73621 -0.34710  0.15
H -2.61474 2.11522 0.01442  0.10
H -4.17708 3.53605 0.96609  0.10
H -4.25397 3.53634 -0.81769  0.10
H -5.68583 3.99900 0.13708  0.09
H -6.98512 1.09215 1.31076  0.08
H -8.10368 -0.27670 1.08813  0.09
H -6.64494 -0.47186 2.09760  0.10